Computed, not measured: C42H48N7OP2ScSe as an isolated structure, with ωB97M-V/def2-TZVPD.

Cartesian coordinates (Å):
1 H -0.90 -0.92 4.85
2 C 3.79 1.05 4.42
3 C 3.72 -2.50 0.72
4 H 1.42 -1.81 4.49
5 H 0.68 -4.07 3.48
6 C -2.73 1.07 -0.92
7 H -1.88 4.00 1.92
8 C 0.66 -1.89 3.71
9 C -1.82 -2.28 -3.88
10 H -1.45 1.75 2.77
11 C 1.02 1.62 -2.54
12 C 0.18 4.81 -0.80
13 Se -4.97 -4.55 -4.32
14 H -0.12 5.74 -1.27
15 C -3.44 0.96 2.56
16 N -0.58 -2.62 -0.42
17 H -4.35 1.13 1.98
18 H 4.43 1.00 5.30
19 H 0.12 0.20 3.96
20 H -2.98 2.99 -1.90
21 N -3.80 -3.35 -4.83
22 C -1.08 -2.07 -2.70
23 H 3.69 3.19 4.39
24 H 3.59 -1.06 4.27
25 C 3.38 2.27 3.91
26 C 1.63 2.51 -3.40
27 H 0.02 -3.36 1.40
28 C -2.72 3.33 2.10
29 C -2.36 -3.82 -1.50
30 H -1.92 -1.91 -5.98
31 C 3.02 2.52 -3.48
32 H -4.32 1.87 -2.11
33 C -1.55 -4.57 0.61
34 H 3.13 -2.24 -0.17
35 H 2.95 3.20 0.28
36 C -0.39 2.65 0.09
37 H -1.81 4.06 -0.69
38 H -3.18 -0.10 2.50
39 H 4.04 -4.36 2.88
40 H -4.44 0.12 0.05
41 H 4.81 1.59 -2.73
42 C 3.61 -3.38 3.09
43 H -0.27 -3.47 4.83
44 C 0.85 3.54 -4.18
45 H 2.23 3.30 2.46
46 H -0.83 3.79 -5.28
47 H -0.91 -3.31 3.20
48 H 3.01 -3.47 3.99
49 O 1.28 4.66 -4.30
50 C 1.90 3.38 0.07
51 C 0.01 -3.27 3.79
52 C 1.52 4.56 -0.53
53 H -1.53 -5.26 1.44
54 C -0.18 -1.03 -5.06
55 C -0.66 -3.51 0.57
56 C -3.23 -3.94 -2.65
57 H -1.09 -0.76 3.10
58 H -3.04 -0.94 -0.10
59 P 1.59 -1.53 2.13
60 H -3.11 3.55 3.09
61 H -2.06 0.77 -1.74
62 H 4.40 -3.31 0.45
63 N 1.28 1.18 1.02
64 H 1.41 -0.30 -3.83
65 N -4.26 -4.75 -2.72
66 C -3.58 2.24 -1.40
67 H -0.06 1.57 -2.48
68 C -2.45 -4.71 -0.42
69 N -0.34 3.13 -4.69
70 H -3.51 3.55 1.38
71 C 3.73 1.62 -2.70
72 H 2.19 -3.76 1.54
73 Sc 0.53 -0.44 -0.12
74 C -1.36 -1.73 -5.07
75 C 0.47 -0.84 -3.84
76 H 4.45 -2.70 3.29
77 H 3.52 3.21 -4.13
78 N 0.02 -1.29 -2.67
79 H 0.26 -0.64 -5.96
80 C 2.81 -2.92 1.88
81 H 2.26 5.30 -0.81
82 C 0.96 2.41 0.42
83 H 3.57 0.06 -1.23
84 H -3.67 1.19 3.60
85 C -0.77 3.86 -0.49
86 C 3.04 0.77 -1.86
87 H -4.03 -0.57 -1.52
88 C -1.38 -2.83 -1.49
89 H 4.32 -1.63 1.01
90 C 2.13 1.17 2.13
91 H -0.55 2.16 -4.84
92 C -2.30 1.86 2.08
93 C -3.61 -0.15 -0.60
94 C 3.32 -0.11 3.83
95 H -3.20 -5.49 -0.43
96 P -1.51 1.26 0.50
97 H -4.13 2.72 -0.58
98 C 2.57 2.33 2.80
99 N 1.71 0.76 -1.77
100 C -2.97 -3.16 -3.83
101 C -0.36 -0.77 3.92
102 C 2.50 -0.07 2.70

## Properties
**Total charge**: +2

Computed, not measured: a 6-piece molecular cluster, C42H48N9O12P overall at a distorted geometry, with ωB97M-V/def2-TZVPD.

Cartesian coordinates (Å):
1 H 1.39 2.11 7.71
2 C -4.08 -0.08 -0.24
3 C 8.97 -0.23 -1.97
4 N -5.57 -4.18 -5.26
5 H -5.04 -4.87 -5.85
6 H 2.97 -5.53 -4.19
7 C 8.77 -0.50 0.42
8 C 1.39 3.07 8.21
9 N 1.47 0.75 0.89
10 C 0.09 -4.56 -3.50
11 O -2.76 -3.25 -6.43
12 C 9.54 -0.55 -0.74
13 C 6.84 0.18 -0.87
14 O 3.72 2.35 6.96
15 H -0.67 2.90 8.81
16 N 7.02 0.49 -3.32
17 C -8.82 4.30 1.81
18 C 4.83 -3.65 -4.86
19 H -7.60 5.25 4.84
20 H 1.81 -3.06 -3.71
21 C 1.29 -3.86 -4.43
22 C -2.62 -4.52 -4.13
23 H -1.76 2.81 0.93
24 H 9.22 -0.74 1.39
25 N -0.89 -1.88 -2.63
26 H 1.32 6.52 10.01
27 H 4.70 0.90 5.14
28 H -5.01 -2.15 -5.79
29 H 5.79 0.45 -0.90
30 N -10.83 5.10 0.59
31 C 4.04 0.86 4.28
32 O 0.50 1.52 0.88
33 C 3.48 -0.05 2.11
34 H 9.58 -0.28 -2.87
35 C 7.42 -0.14 0.36
36 C -1.98 1.12 -0.38
37 O -10.55 4.31 -0.32
38 O -11.80 5.87 0.58
39 C 2.90 1.67 4.24
40 H 2.68 2.34 5.07
41 H -5.92 -4.63 -4.38
42 O 7.73 0.42 -4.33
43 O 4.45 -2.91 -3.65
44 C -3.13 -3.17 -4.98
45 C -2.82 0.08 -0.81
46 C 2.38 -4.93 -5.00
47 H -2.64 -2.18 -4.59
48 H -5.14 -2.46 -3.93
49 C -8.26 5.21 3.98
50 C 2.52 5.12 8.89
51 C 1.34 5.55 9.51
52 H 0.91 -3.05 -1.41
53 C -4.53 0.79 0.75
54 C 2.05 1.64 3.14
55 H -1.28 -3.98 -1.23
56 H 3.65 -0.98 -3.01
57 C -3.69 1.84 1.17
58 C 0.20 4.75 9.47
59 H 3.11 -3.10 -6.35
60 C 0.22 3.52 8.83
61 H -9.62 6.69 4.77
62 H 3.97 -4.80 -6.66
63 O -5.29 2.59 2.68
64 O 4.75 4.17 7.62
65 H -1.00 1.24 -0.82
66 O 1.75 -0.04 -0.02
67 H -2.86 -2.33 -6.82
68 H 3.72 -0.72 1.29
69 C 4.17 -1.47 -3.96
70 H -0.72 5.10 9.95
71 C -1.14 -6.67 -4.52
72 C 7.62 0.13 -2.03
73 P -0.34 -3.32 -2.14
74 H -11.13 6.63 2.82
75 N -4.17 2.78 2.19
76 H -7.09 3.72 2.96
77 C 4.32 0.00 3.22
78 H -0.20 -1.18 -2.28
79 H 0.83 -3.23 -5.33
80 H 1.17 2.28 3.12
81 H 6.82 -0.11 1.27
82 H -3.34 -5.38 -4.53
83 C 2.53 3.88 8.23
84 H -5.52 0.65 1.18
85 H 10.59 -0.83 -0.68
86 H 1.84 -5.59 -5.80
87 H -8.58 3.63 0.99
88 C -1.11 -5.00 -4.51
89 H 5.15 -0.88 -4.29
90 H -2.85 -4.43 -2.99
91 O -3.41 3.71 2.51
92 C 3.54 -4.06 -5.83
93 C -9.95 5.13 1.77
94 H 5.21 -0.63 3.26
95 C 0.63 -5.94 -2.73
96 C -10.25 5.99 2.84
97 N 3.76 3.43 7.56
98 C -4.75 -2.95 -4.94
99 C 2.35 0.78 2.07
100 C -2.42 2.00 0.61
101 H 5.57 -2.98 -5.51
102 N 1.06 -7.05 -2.15
103 H -0.76 -4.71 -5.62
104 C -7.98 4.35 2.92
105 H -2.48 -0.60 -1.58
106 C -9.40 6.02 3.94
107 H 3.35 -1.45 -4.83
108 H 3.40 5.76 8.92
109 O 5.83 0.84 -3.33
110 N -1.17 -7.98 -4.64
111 H 5.45 -4.59 -4.50
112 H -4.72 -0.90 -0.58

## Properties
**SMILES string**: COCCCC[C@@](C#N)([PH2]=N)[C@@H](C#N)C[C@@H](O)CN.O=[N+]([O-])c1ccccc1.O=[N+]([O-])c1ccccc1.O=[N+]([O-])c1ccccc1.O=[N+]([O-])c1ccccc1.O=[N+]([O-])c1ccccc1

Number 1: energy -161427.514 eV. Number 2: energy -91577.746 eV.